Record 1
DFT (ωB97M-V/def2-TZVPD) results for a 3-piece molecular cluster, C3H3NO2 overall in a non-equilibrium geometry.

Each line ends with the Löwdin charge.
Atoms and positions in Å:
C1 1.41247 0.37053 0.99181  -0.0929
O1 1.03749 -0.14914 -0.02996  -0.0710
C2 -0.54747 -1.09577 -1.88679  0.0105
O2 0.28035 -1.72700 -2.33817  0.0501
C3 -1.98485 0.56862 0.13887  -0.1231
N1 -3.13448 0.52224 0.21645  0.0557
H1 -0.91581 0.56907 0.05341  -0.0125
H2 0.75308 0.45412 1.87594  0.0924
H3 2.42490 0.79391 1.07298  0.0909

## Properties
- HOMO-LUMO gap (eV) = 11.1893
- HOMO level (eV) = -11.2732
- strongest force on any atom (eV Å⁻¹) = 1.56
- electronic energy (eV) = -8742.49999
- ΔE to the lowest compared entry with this formula, charge and spin (kJ/mol) = 253.87


Record 2
DFT (ωB97M-V/def2-TZVPD) results for C3H3NO2 in the gas phase in a non-equilibrium geometry.

Each line ends with the Löwdin charge.
Atoms and positions in Å:
O1 0.72098 0.13313 1.45204  0.0765
C1 0.24764 -0.00731 0.20757  -0.2643
C2 0.45031 1.09387 -0.71840  -0.2261
O2 -0.15071 1.16650 -1.77520  0.0523
C3 -0.78057 -0.97771 -0.15367  -0.2626
N1 -1.24083 -1.45996 -1.19136  0.2234
H1 0.90916 -0.74195 1.82698  0.1324
H2 -1.39552 -1.01528 0.77219  0.1372
H3 1.23955 1.80871 -0.42016  0.1313

## Properties
- HOMO-LUMO gap (alpha / beta) (eV) = 8.0867 / 8.1141
- HOMO level (alpha / beta) (eV) = -9.6322 / -8.8731
- strongest force on any atom (eV Å⁻¹) = 1.90
- electronic energy (eV) = -8740.53507
- ΔE to the lowest compared entry with this formula, charge and spin (kJ/mol) = 443.45


Record 3
DFT (ωB97M-V/def2-TZVPD) results for C3H3NO2 in the gas phase in a non-equilibrium geometry.

Each line ends with the Löwdin charge.
Atoms and positions in Å:
O1 -1.79126 0.80847 -1.10841  0.0101
C1 -0.72341 0.67838 -0.54136  -0.5834
N1 0.41822 1.41183 -0.73531  0.1204
O2 1.39126 0.79757 0.07094  0.0059
C2 1.02383 -0.29429 0.61133  -0.0520
C3 -0.37527 -0.60956 0.21853  -0.0249
H1 -0.72079 -1.12166 -0.89823  0.2446
H2 1.76274 -0.73239 1.29696  0.1475
H3 -0.98531 -0.93836 1.08554  0.1318

## Properties
- HOMO-LUMO gap (alpha / beta) (eV) = 7.9779 / 7.9759
- HOMO level (alpha / beta) (eV) = -9.1439 / -9.1428
- strongest force on any atom (eV Å⁻¹) = 3.93
- electronic energy (eV) = -8740.22022
- ΔE to the lowest compared entry with this formula, charge and spin (kJ/mol) = 473.83


Record 4
DFT (ωB97M-V/def2-TZVPD) results for C3H3NO2 in the gas phase in a non-equilibrium geometry.

Each line ends with the Löwdin charge.
Atoms and positions in Å:
O1 -0.54329 1.08153 1.53491  0.0890
C1 0.03018 0.32050 0.58797  -0.4282
C2 -0.70406 -0.31796 -0.47746  -0.0103
C3 0.30757 -1.13086 -1.14582  -0.1783
O2 1.45768 -0.76885 -0.64537  -0.0876
N1 1.30701 0.06237 0.53621  0.1639
H1 0.16635 1.38095 2.13809  0.1330
H2 -1.78190 -0.35828 -0.60731  0.1175
H3 -0.23954 -0.26939 -1.92121  0.2010

## Properties
- HOMO-LUMO gap (eV) = 9.9451
- HOMO level (eV) = -9.7125
- structure (SMILES) = Oc1ccon1
- strongest force on any atom (eV Å⁻¹) = 4.49
- electronic energy (eV) = -8739.83703
- ΔE to the lowest compared entry with this formula, charge and spin (kJ/mol) = 510.81


Record 5
DFT (ωB97M-V/def2-TZVPD) results for C3H3NO2 in the gas phase in a non-equilibrium geometry.

Each line ends with the Löwdin charge.
Atoms and positions in Å:
O1 2.37131 -0.53034 -0.00272  0.1401
C1 1.22563 -0.25266 -0.03036  -0.4570
N1 0.10328 -0.95013 0.01219  0.1140
C2 -1.04322 -0.15486 0.01097  -0.0673
C3 -0.59915 1.13003 -0.00968  -0.1532
O2 0.73804 1.20793 0.04165  0.0341
H1 0.27311 -1.87845 0.15945  0.1342
H2 -1.91815 -0.70753 -0.22607  0.1041
H3 -1.15084 2.13600 0.04456  0.1510

## Properties
- HOMO-LUMO gap (eV) = 9.4784
- HOMO level (eV) = -8.7148
- structure (SMILES) = O=c1[nH]cco1
- strongest force on any atom (eV Å⁻¹) = 3.62
- electronic energy (eV) = -8743.87247
- ΔE to the lowest compared entry with this formula, charge and spin (kJ/mol) = 121.44


Record 6
DFT (ωB97M-V/def2-TZVPD) results for C3H3NO2 in the gas phase in a non-equilibrium geometry.

Each line ends with the Löwdin charge.
Atoms and positions in Å:
C1 1.42255 -0.00269 -0.12365  -0.0206
C2 0.18932 0.49666 0.46892  -0.4164
O1 -0.10911 1.47386 1.06762  0.1457
N1 -0.97826 -0.49036 -0.04433  0.1755
C3 -2.16257 -0.41355 -0.07893  -0.3838
O2 -3.29312 -0.61148 -0.11308  0.1806
H1 2.29190 0.43690 0.27100  0.0682
H2 1.19711 0.28952 -1.16796  0.1082
H3 1.44220 -1.17886 -0.27959  0.1425

## Properties
- HOMO-LUMO gap (eV) = 11.2175
- HOMO level (eV) = -10.6676
- structure (SMILES) = CC(=O)N=C=O
- strongest force on any atom (eV Å⁻¹) = 4.63
- electronic energy (eV) = -8744.01555
- ΔE to the lowest compared entry with this formula, charge and spin (kJ/mol) = 107.64


Record 7
DFT (ωB97M-V/def2-TZVPD) results for a 2-piece molecular cluster, C3H3NO2 overall in a non-equilibrium geometry.

Each line ends with the Löwdin charge.
Atoms and positions in Å:
O1 1.67766 -0.22486 0.30673  0.1044
C1 0.89126 0.64529 -0.25158  -0.1987
C2 0.38597 1.78803 -0.51293  -0.1165
O2 -0.64339 1.20755 0.20568  -0.1176
H1 1.31883 -1.12367 0.14972  0.0719
H2 0.48941 2.78044 -0.93307  0.1144
C3 -1.40353 -1.67323 0.35827  -0.0142
N1 -0.36229 -2.15502 0.24932  0.0804
H3 -2.37228 -1.22581 0.45845  0.0758

## Properties
- HOMO-LUMO gap (eV) = 8.9255
- HOMO level (eV) = -7.9954
- structure (SMILES) = OC1=CO1.C#N
- strongest force on any atom (eV Å⁻¹) = 1.15
- electronic energy (eV) = -8739.43477
- ΔE to the lowest compared entry with this formula, charge and spin (kJ/mol) = 549.62


Record 8
DFT (ωB97M-V/def2-TZVPD) results for C3H3NO2 in the gas phase in a non-equilibrium geometry.

Each line ends with the Löwdin charge.
Atoms and positions in Å:
O1 -1.72543 0.76629 1.19009  0.0585
N1 -1.31866 -0.01738 0.32952  -0.3775
O2 -1.91564 -1.00881 -0.03088  0.0797
C1 -0.05464 0.41451 -0.36064  -0.1623
C2 1.26645 0.27958 0.40229  0.1012
C3 0.95450 -0.67024 -0.45810  0.0359
H1 -0.25649 0.88044 -1.26278  0.1142
H2 1.64357 0.79461 1.17500  0.0644
H3 1.40635 -1.43900 -0.98450  0.0859

## Properties
- HOMO-LUMO gap (eV) = 10.8742
- HOMO level (eV) = -10.4992
- structure (SMILES) = O=[N+]([O-])C1C=C1
- strongest force on any atom (eV Å⁻¹) = 5.67
- electronic energy (eV) = -8738.62569
- ΔE to the lowest compared entry with this formula, charge and spin (kJ/mol) = 627.68


- The highest ΔE to the lowest compared entry with this formula, charge and spin belongs to which entry?
  number 8


- ΔE to the lowest compared entry with this formula, charge and spin of number 2 (C3H3NO2)?
  443.45 kJ/mol


- Which of these has the lowest strongest force on any atom?
  number 7


- Among the records above, which one has the lowest strongest force on any atom?
  number 7